No. 1
Below is C10H31InN3O2 as an isolated structure, with properties calculated with wB97M-V/def2-TZVPD.

Structure (ORCA input):
```
! wB97M-V def2-TZVPD RIJCOSX def2/J DEFGRID3
* xyz -1 1
H -1.396 -3.962 3.513
H 1.445 -1.139 -0.324
H 1.693 2.542 -1.827
H 4.111 1.034 -0.321
H -1.984 5.565 -2.586
C -0.314 -4.070 3.410
H -5.845 3.346 -2.299
H -2.876 3.613 -3.936
H -5.906 3.845 -0.605
O -0.131 -5.063 2.417
H -3.391 1.211 -1.214
H 0.029 -2.866 1.061
H -0.218 -0.481 -2.216
H 2.240 -3.101 2.245
H -1.064 5.181 -3.865
C -5.304 3.885 -1.516
H 1.715 2.529 -0.054
H -1.433 2.785 -3.344
H 0.086 -4.428 4.370
O 2.954 -0.325 -1.376
H -0.114 -2.018 3.838
H -5.224 4.933 -1.820
H 0.934 -6.723 1.974
H 2.128 -1.604 3.153
N 0.223 0.431 -2.249
N -1.386 4.838 -2.964
H 0.979 0.369 -2.923
H -1.163 -2.024 1.769
C 0.759 0.791 -0.940
H 1.399 -5.945 3.504
C -2.152 3.574 -3.106
C 1.873 -0.146 -0.468
C 1.124 2.270 -0.936
H 3.660 1.556 -1.951
H 4.856 0.261 -1.739
H -0.051 0.652 -0.216
H 2.264 0.191 0.502
C 3.932 0.687 -1.346
C 1.091 -5.764 2.467
N -0.161 -2.176 1.782
In -3.283 2.995 -1.286
C 1.800 -2.643 3.131
H 2.188 -3.154 4.015
C 0.276 -2.698 3.072
H 1.901 -5.237 1.957
H -2.480 3.612 0.180
H 0.215 2.871 -0.931
*
```

Results
Frontier orbital gap   6.38 eV
HOMO   -3.98 eV
Energy above the lowest of the compared OMol25 structures with the same formula, charge and spin   0.239 eV

Atom charges from the Löwdin analysis, given in e for atoms 1 to 8:
1 H 0.1215
2 H 0.0987
3 H 0.0683
4 H 0.0855
5 H 0.0209
6 C -0.2086
7 H -0.0553
8 H 0.0038

=====

No. 2
Below is a 2-piece molecular cluster, C24H41Cl2F3N3O overall at a distorted geometry, with properties calculated with wB97M-V/def2-TZVPD.

Structure (ORCA input):
```
! wB97M-V def2-TZVPD RIJCOSX def2/J DEFGRID3
* xyz 1 1
H 1.299 -0.204 3.106
C 1.445 -2.685 2.518
H -4.065 1.000 1.424
C -3.148 -3.629 2.217
H -2.877 1.303 -0.819
H 2.821 0.534 -7.884
C -2.241 4.141 2.685
H 1.941 -3.629 2.320
C 3.604 1.833 -6.286
C -3.914 -0.389 -1.699
H 2.081 -1.907 2.124
H 2.083 -1.065 -5.783
C -2.138 2.659 2.607
H 1.864 2.757 1.759
H 2.486 -0.148 0.951
H 4.831 0.670 -0.922
Cl -2.806 1.742 3.908
C -0.730 -1.538 1.686
C -1.567 2.003 1.596
H 3.174 3.599 0.141
H -0.497 -3.476 2.426
H -3.389 -0.166 -2.617
C -4.643 -3.647 2.499
H 4.471 1.817 -4.277
H 3.596 2.547 -1.855
C -2.787 -2.822 0.949
C 3.546 1.553 -4.793
H 3.213 1.807 2.277
H -2.681 -3.159 3.080
C 2.943 -0.409 -5.914
C 1.303 -2.574 4.058
Cl -0.857 2.856 0.275
C -1.477 0.548 1.558
H -2.805 4.509 1.834
H 4.441 2.503 0.552
H 3.756 0.153 -2.068
H -1.272 4.626 2.720
C 0.847 0.377 2.319
H 0.599 1.335 2.759
H 1.932 -1.767 4.414
H -2.143 -3.408 0.303
H 2.716 2.088 -4.317
C -3.780 0.196 0.755
N -2.466 -0.299 1.187
C -2.016 -1.587 1.276
H 1.620 1.096 -6.716
C 3.190 1.876 -1.091
H -3.469 -1.294 -1.295
H 4.615 1.662 -6.662
H 2.130 1.779 -1.316
C 2.656 0.769 -6.835
H 3.783 -1.006 -6.283
H -3.671 -2.612 0.368
H 3.316 2.852 -6.538
H -2.821 4.399 3.563
C 2.549 1.982 1.431
C -3.787 0.737 -0.664
F 0.245 -3.354 0.590
H -4.868 -4.485 3.152
O 3.310 0.150 -4.646
C 3.397 2.542 0.253
H -4.594 1.454 -0.754
H -4.955 -0.603 -1.896
F -5.373 -3.761 1.343
H 1.170 0.841 0.293
F -4.715 -0.771 0.912
N -0.427 -0.203 1.861
N 3.853 0.580 -1.156
H 1.618 -3.489 4.540
H -4.916 -2.722 3.003
H -2.737 -4.631 2.168
H 0.279 -2.337 4.336
C 0.098 -2.777 1.844
C 1.813 0.675 1.150
*
```

Results
Frontier orbital gap   8.53 eV
HOMO   -11.19 eV

Atom charges from the Löwdin analysis, given in e for atoms 1 to 8:
1 H 0.1062
2 C -0.1634
3 H 0.1378
4 C -0.1382
5 H 0.0797
6 H 0.1142
7 C -0.0952
8 H 0.1234

=====

No. 3
Below is C23H35BN3NaO8SSe2 as an isolated structure at a distorted geometry, with properties calculated with wB97M-V/def2-TZVPD.

Structure (ORCA input):
```
! wB97M-V def2-TZVPD RIJCOSX def2/J DEFGRID3
* xyz -2 1
H 11.436 -26.614 6.197
C 0.943 -18.548 3.775
H 12.559 -16.405 7.684
H 8.429 -25.016 4.715
H 10.345 -15.170 8.900
H 0.602 -16.736 2.541
H 0.281 -16.457 4.296
O 13.062 -17.186 11.126
O 12.111 -18.941 9.526
C 9.273 -17.824 7.266
O 6.264 -17.385 5.466
N 10.125 -16.738 7.508
C 8.462 -18.585 8.219
H 15.235 -17.416 9.459
C 0.734 -19.393 2.523
H 14.359 -18.045 8.004
O 11.557 -14.380 6.896
H 0.602 -20.282 5.139
C 2.465 -18.316 4.022
O 5.334 -19.396 6.176
C 10.350 -26.392 6.197
Se 11.179 -22.197 6.551
H 8.717 -19.667 8.208
H 10.205 -16.803 9.636
C 0.315 -19.201 4.984
H 10.884 -26.163 3.489
H 12.164 -24.599 4.859
H 8.443 -18.292 9.312
H 9.892 -17.021 4.267
H 2.537 -16.458 2.882
H 0.516 -18.634 5.909
C 3.234 -19.229 4.789
C 4.504 -18.801 5.178
H 1.160 -20.439 2.564
H 8.192 -24.927 6.539
C 9.917 -17.139 5.331
C 15.085 -19.541 9.441
B 6.429 -18.496 6.328
Se 8.113 -22.672 5.487
O 10.995 -14.717 4.783
O 9.715 -26.713 7.403
H 10.155 -24.180 7.876
H -0.857 -17.446 3.312
O 10.756 -25.213 3.407
H 9.910 -26.990 5.356
H 1.255 -18.921 1.669
C 0.217 -17.214 3.462
H 14.705 -20.257 8.731
N 9.196 -18.089 5.981
H 2.833 -20.158 5.123
H -0.321 -19.499 2.242
C 10.230 -24.893 5.845
C 12.203 -16.389 8.776
Na 9.268 -20.131 5.149
C 10.663 -16.232 8.801
H 7.411 -18.580 7.732
C 3.043 -17.108 3.563
C 10.817 -24.111 7.016
C 8.760 -24.593 5.655
H 12.590 -15.425 9.227
N 11.044 -15.044 5.970
H 9.885 -27.630 7.633
H 16.160 -19.470 9.339
H 4.778 -15.769 3.567
C 11.086 -24.542 4.606
C 4.343 -16.712 3.909
H -0.756 -19.177 4.772
H 11.809 -24.503 7.278
C 5.020 -17.592 4.757
C 14.498 -18.171 9.109
S 12.878 -17.738 9.781
H 14.871 -19.806 10.495
H 10.893 -23.464 4.422
C 10.434 -16.254 6.253
*
```

Results
Frontier orbital gap (alpha / beta)   2.80 / 2.80 eV
HOMO (alpha / beta)   0.73 / 0.73 eV
Energy above the lowest of the compared OMol25 structures with the same formula, charge and spin   2.309 eV

Atom charges from the Löwdin analysis, given in e for atoms 1 to 8:
1 H 0.1185
2 C -0.5791
3 H 0.1192
4 H 0.0257
5 H 0.1248
6 H 0.0700
7 H 0.1019
8 O -0.3636

=====

No. 4
Below is a 9-piece molecular cluster, C27H40O27 overall at a distorted geometry, with properties calculated with wB97M-V/def2-TZVPD.

Structure (ORCA input):
```
! wB97M-V def2-TZVPD RIJCOSX def2/J DEFGRID3
* xyz 0 1
H -9.450 -6.116 2.669
H -6.460 -5.618 1.739
O -4.980 -8.698 8.119
H -10.038 -8.913 8.001
H -6.713 -5.100 6.634
H -9.851 -7.584 11.989
O -9.024 -11.261 5.074
H -5.804 -4.184 0.968
H -10.124 -8.619 5.287
H -8.310 -6.817 12.550
H -5.981 -8.980 4.144
O -3.010 -4.126 5.786
O -9.503 -5.652 11.354
H -10.931 -3.134 -1.220
O -9.115 -1.644 5.787
H -8.815 -8.055 6.947
C -9.017 -6.939 11.726
H -3.346 -2.288 6.696
O -11.341 -7.026 5.895
O -7.837 -4.196 1.259
O -13.521 -4.538 3.438
O -12.644 -3.307 1.827
C -6.454 -6.159 6.577
H -4.786 -7.346 9.746
H -7.000 -6.704 7.342
H -8.890 -7.952 9.787
H -10.639 -4.897 -1.445
H -9.708 -2.200 8.745
C -10.188 -3.922 -1.275
H -11.638 -5.123 4.112
O -14.750 -4.031 1.606
C -10.812 -8.342 6.083
H -8.549 -7.177 1.599
H -11.616 -9.026 6.331
C -8.341 -4.553 0.098
O -8.677 -5.822 5.083
H -5.925 -2.991 5.986
C -6.107 -10.030 3.872
H -9.514 -3.724 -2.111
H -10.682 -3.142 2.736
C -8.073 -10.943 4.419
O -11.592 -5.204 7.205
H -4.164 -6.791 8.300
O -7.717 -7.024 3.467
H -5.423 -6.221 6.916
C -4.097 -9.580 7.597
O -6.837 -10.725 4.873
C -11.124 -6.276 7.005
C -11.520 -3.814 2.542
H -6.307 -4.203 2.708
C -4.251 -7.717 8.873
C -13.748 -3.969 2.249
O -4.832 -4.148 4.562
C -6.815 -10.413 2.614
O -10.548 -0.941 7.289
C -3.881 -3.193 6.424
C -7.723 -6.377 4.612
O -3.227 -5.718 4.248
H -12.257 -3.471 4.639
H -9.975 -3.476 6.069
O -10.357 -6.971 7.894
H -8.434 -3.270 6.973
O -9.845 0.509 5.789
C -8.306 -7.343 10.476
C -10.230 -2.242 7.793
H -11.090 -4.617 1.937
H -7.400 -7.899 10.721
C -9.853 -8.146 7.248
O -9.428 -3.819 -0.070
H -2.722 -8.876 10.061
C -9.336 -2.785 6.618
O -7.920 -6.108 9.897
H -6.378 -11.297 2.147
C -9.866 -0.620 6.197
C -5.018 -3.012 5.391
C -8.665 -5.112 10.416
O -8.139 -10.729 3.087
H -6.922 -9.606 1.891
O -4.346 -10.443 6.818
H -11.162 -2.795 7.851
C -2.879 -8.401 9.095
C -3.655 -4.757 4.814
O -2.879 -9.389 8.095
C -6.535 -4.528 1.698
H -2.158 -7.593 8.976
C -8.861 -7.032 2.630
H -5.099 -10.451 3.860
C -12.192 -4.219 3.855
O -8.587 -3.957 10.170
H -4.718 -2.108 4.860
O -7.777 -5.254 -0.715
H -4.241 -3.690 7.331
O -6.563 -6.576 5.232
H -9.490 -7.849 2.991
*
```

Results
Frontier orbital gap   10.41 eV
HOMO   -10.63 eV
Energy above the lowest of the compared OMol25 structures with the same formula, charge and spin   1.052 eV

Atom charges from the Löwdin analysis, given in e for atoms 1 to 8:
1 H 0.0833
2 H 0.0912
3 O 0.0532
4 H 0.1329
5 H 0.0868
6 H 0.1403
7 O 0.1390
8 H 0.1093

=====

Repeat the first record exactly.
Below is C10H31InN3O2 as an isolated structure, with properties calculated with wB97M-V/def2-TZVPD.

Structure (ORCA input):
```
! wB97M-V def2-TZVPD RIJCOSX def2/J DEFGRID3
* xyz -1 1
H -1.396 -3.962 3.513
H 1.445 -1.139 -0.324
H 1.693 2.542 -1.827
H 4.111 1.034 -0.321
H -1.984 5.565 -2.586
C -0.314 -4.070 3.410
H -5.845 3.346 -2.299
H -2.876 3.613 -3.936
H -5.906 3.845 -0.605
O -0.131 -5.063 2.417
H -3.391 1.211 -1.214
H 0.029 -2.866 1.061
H -0.218 -0.481 -2.216
H 2.240 -3.101 2.245
H -1.064 5.181 -3.865
C -5.304 3.885 -1.516
H 1.715 2.529 -0.054
H -1.433 2.785 -3.344
H 0.086 -4.428 4.370
O 2.954 -0.325 -1.376
H -0.114 -2.018 3.838
H -5.224 4.933 -1.820
H 0.934 -6.723 1.974
H 2.128 -1.604 3.153
N 0.223 0.431 -2.249
N -1.386 4.838 -2.964
H 0.979 0.369 -2.923
H -1.163 -2.024 1.769
C 0.759 0.791 -0.940
H 1.399 -5.945 3.504
C -2.152 3.574 -3.106
C 1.873 -0.146 -0.468
C 1.124 2.270 -0.936
H 3.660 1.556 -1.951
H 4.856 0.261 -1.739
H -0.051 0.652 -0.216
H 2.264 0.191 0.502
C 3.932 0.687 -1.346
C 1.091 -5.764 2.467
N -0.161 -2.176 1.782
In -3.283 2.995 -1.286
C 1.800 -2.643 3.131
H 2.188 -3.154 4.015
C 0.276 -2.698 3.072
H 1.901 -5.237 1.957
H -2.480 3.612 0.180
H 0.215 2.871 -0.931
*
```

Results
Frontier orbital gap   6.38 eV
HOMO   -3.98 eV
Energy above the lowest of the compared OMol25 structures with the same formula, charge and spin   0.239 eV

Atom charges from the Löwdin analysis, given in e for atoms 1 to 8:
1 H 0.1215
2 H 0.0987
3 H 0.0683
4 H 0.0855
5 H 0.0209
6 C -0.2086
7 H -0.0553
8 H 0.0038